No. 1
{"formula": "C28H24Br2N6Pt", "method": "ωB97M-V with the def2-TZVPD basis set", "max_force_ev_per_a": 0.36, "total_energy_ha": -6675.6841, "s2": 6.055, "spin_multiplicity": 5, "charge": 4, "symbols": ["Pt", "C", "N", "C", "C", "C", "C", "C", "C", "N", "C", "C", "C", "C", "C", "C", "N", "C", "C", "C", "C", "C", "N", "H", "H", "H", "H", "H", "H", "H", "H", "H", "H", "H", "H", "H", "H", "H", "H", "H", "H", "Br", "C", "C", "C", "N", "C", "C", "C", "C", "C", "Br", "C", "C", "N", "H", "H", "H", "H", "H", "H"], "positions_angstrom": [[0.103, 0.079, -0.241], [-1.124, -2.338, -1.592], [-1.679, -1.219, -0.796], [-2.327, -1.691, 0.472], [-1.691, -1.229, 1.771], [-2.242, -1.632, 2.976], [-1.665, -1.210, 4.165], [-0.544, -0.390, 4.125], [-0.041, -0.022, 2.894], [-0.610, -0.439, 1.753], [-2.574, -0.345, -1.590], [-2.864, 0.870, -0.755], [-4.085, 1.518, -0.712], [-4.252, 2.571, 0.180], [-3.201, 2.927, 1.019], [-2.006, 2.242, 0.914], [-1.841, 1.254, 0.023], [-0.055, -2.988, -0.762], [0.189, -4.349, -0.727], [1.148, -4.833, 0.155], [1.816, -3.944, 0.991], [1.527, -2.597, 0.895], [0.627, -2.135, 0.016], [-0.721, -1.934, -2.524], [-1.916, -3.046, -1.851], [-2.343, -2.782, 0.465], [-3.369, -1.368, 0.466], [-3.117, -2.272, 2.985], [-2.086, -1.518, 5.114], [-0.065, -0.040, 5.029], [0.830, 0.615, 2.804], [-3.491, -0.880, -1.850], [-2.068, -0.082, -2.522], [-4.898, 1.192, -1.349], [-5.200, 3.090, 0.238], [-3.307, 3.718, 1.748], [-1.159, 2.480, 1.548], [-0.373, -5.021, -1.364], [1.355, -5.895, 0.205], [2.545, -4.290, 1.711], [2.020, -1.866, 1.525], [6.972, 0.380, -1.736], [5.149, 0.246, -1.480], [4.462, -0.951, -1.561], [3.078, -0.985, -1.284], [2.348, 0.073, -0.979], [2.978, 1.284, -1.021], [4.379, 1.385, -1.218], [2.140, 2.440, -1.030], [2.679, 3.740, -1.243], [1.838, 4.826, -1.523], [2.548, 6.504, -1.805], [0.486, 4.551, -1.602], [0.020, 3.252, -1.310], [0.793, 2.229, -0.990], [4.969, -1.875, -1.813], [2.573, -1.938, -1.327], [4.876, 2.343, -1.192], [3.745, 3.910, -1.214], [-0.231, 5.320, -1.866], [-1.043, 3.068, -1.359]], "forces_ev_per_a": [[0.02, 0.04, 0.08], [0.01, -0.01, -0.01], [-0.01, 0.01, 0.01], [0.02, 0.01, 0.03], [0.00, 0.00, 0.00], [-0.01, 0.00, 0.00], [0.01, 0.00, 0.00], [-0.01, 0.00, 0.00], [0.01, 0.00, 0.01], [-0.03, -0.05, -0.03], [0.00, 0.05, 0.00], [0.01, -0.01, 0.00], [0.01, -0.01, -0.01], [0.01, 0.00, 0.01], [-0.01, 0.00, -0.01], [0.02, 0.02, -0.02], [0.01, 0.00, -0.03], [-0.01, 0.00, 0.00], [0.00, 0.00, 0.00], [0.00, 0.00, 0.00], [0.00, 0.00, 0.00], [0.00, -0.01, 0.01], [0.00, 0.03, 0.00], [0.00, 0.00, 0.00], [0.00, 0.00, 0.00], [0.00, 0.00, -0.01], [0.00, 0.00, -0.01], [0.00, 0.00, 0.00], [0.00, 0.00, 0.00], [0.00, 0.00, 0.00], [0.00, 0.00, 0.00], [0.00, 0.00, 0.01], [0.01, -0.01, 0.00], [0.00, 0.00, 0.00], [0.00, 0.00, 0.00], [0.00, 0.00, 0.00], [0.00, 0.00, -0.01], [0.00, 0.00, 0.00], [0.00, 0.00, 0.00], [0.00, 0.00, 0.00], [0.00, 0.00, 0.00], [-0.07, -0.04, 0.01], [0.05, 0.14, 0.02], [0.03, -0.10, -0.02], [-0.06, -0.04, -0.02], [0.00, -0.04, -0.01], [0.14, -0.06, -0.03], [-0.04, -0.01, 0.03], [0.08, 0.35, -0.04], [-0.13, -0.12, 0.04], [0.20, -0.06, 0.03], [-0.06, -0.01, 0.00], [-0.02, 0.09, -0.03], [-0.05, -0.17, 0.02], [-0.08, -0.02, -0.03], [0.00, 0.00, 0.00], [0.00, 0.00, 0.01], [-0.01, 0.01, 0.00], [0.00, 0.01, -0.01], [0.00, 0.00, 0.00], [-0.03, 0.00, 0.04]]}

---

No. 2
{"formula": "C5H8O2", "method": "ωB97M-V with the def2-TZVPD basis set", "max_force_ev_per_a": 0.89, "total_energy_ha": -345.7174, "charge": 0, "smiles": "O[C@H]1C[C@]2(CO2)C1", "symbols": ["O", "C", "C", "C", "C", "O", "C", "H", "H", "H", "H", "H", "H", "H", "H"], "positions_angstrom": [[1.370, -0.568, 1.893], [0.489, 0.372, 1.333], [0.838, 0.815, -0.116], [-0.288, -0.100, -0.602], [-0.861, -0.309, -1.913], [0.074, -1.245, -1.398], [-0.847, -0.220, 0.803], [1.475, -1.289, 1.257], [0.406, 1.174, 2.070], [1.832, 0.529, -0.470], [0.688, 1.887, -0.286], [-1.884, -0.665, -2.048], [-0.501, 0.431, -2.622], [-1.078, -1.241, 1.101], [-1.712, 0.428, 0.999]], "forces_ev_per_a": [[0.10, -0.26, -0.14], [-0.16, 0.31, 0.08], [0.08, -0.01, -0.11], [0.05, 0.00, 0.22], [-0.32, 0.83, -0.01], [-0.02, 0.19, 0.25], [-0.05, -0.28, 0.10], [0.05, 0.04, 0.14], [-0.05, -0.10, -0.12], [-0.08, 0.05, 0.10], [-0.10, -0.20, -0.04], [0.25, 0.06, 0.08], [0.04, -0.47, -0.59], [-0.01, -0.02, 0.23], [0.21, -0.14, -0.17]]}

---

No. 3
{"formula": "C19H25N2O4Re", "method": "ωB97M-V with the def2-TZVPD basis set", "max_force_ev_per_a": 0.63, "total_energy_ha": -1227.3964, "s2": 0.763, "spin_multiplicity": 2, "charge": 1, "symbols": ["Re", "C", "O", "C", "C", "O", "C", "C", "O", "C", "H", "H", "H", "H", "H", "H", "H", "H", "H", "H", "H", "H", "H", "H", "N", "C", "O", "C", "C", "C", "N", "C", "C", "H", "H", "H", "H", "H", "H", "C", "C", "C", "C", "C", "C", "C", "H", "H", "H", "H", "H"], "positions_angstrom": [[0.792, 0.367, -0.338], [-0.974, 3.046, -1.645], [-1.144, 1.967, -0.730], [-1.840, 2.323, 0.446], [-2.042, 1.058, 1.237], [-0.758, 0.417, 1.384], [-0.528, -0.207, 2.657], [0.720, -1.041, 2.534], [1.705, -0.238, 1.902], [3.029, -0.763, 2.031], [-1.948, 3.435, -1.948], [-0.448, 2.646, -2.507], [-0.383, 3.847, -1.192], [-2.817, 2.758, 0.209], [-1.267, 3.064, 1.017], [-2.706, 0.370, 0.713], [-2.453, 1.282, 2.222], [-1.378, -0.839, 2.923], [-0.413, 0.577, 3.409], [0.540, -1.937, 1.930], [1.043, -1.347, 3.533], [3.041, -1.831, 1.807], [3.395, -0.589, 3.044], [3.652, -0.239, 1.311], [4.203, 6.052, 2.270], [4.539, 5.227, 1.251], [5.568, 5.334, 0.620], [3.561, 4.128, 0.902], [3.754, 3.476, -0.308], [2.912, 2.452, -0.677], [1.889, 2.033, 0.107], [1.700, 2.675, 1.274], [2.505, 3.715, 1.699], [4.846, 6.790, 2.503], [3.320, 6.019, 2.741], [4.571, 3.779, -0.947], [3.029, 1.934, -1.615], [0.878, 2.332, 1.884], [2.301, 4.154, 2.666], [1.561, -0.035, -1.832], [2.215, -0.334, -3.088], [3.580, -0.630, -3.108], [4.218, -0.887, -4.311], [3.498, -0.856, -5.498], [2.138, -0.569, -5.484], [1.496, -0.307, -4.286], [4.129, -0.666, -2.175], [5.275, -1.118, -4.323], [3.996, -1.061, -6.436], [1.579, -0.551, -6.411], [0.437, -0.087, -4.263]], "forces_ev_per_a": [[-0.11, 0.01, 0.06], [0.07, 0.03, 0.03], [-0.09, -0.06, 0.11], [-0.11, 0.06, -0.03], [0.09, -0.07, 0.00], [-0.22, -0.14, 0.06], [-0.06, 0.02, -0.04], [0.08, -0.04, 0.09], [-0.22, 0.10, 0.17], [0.01, -0.02, -0.12], [0.00, 0.00, 0.00], [0.00, -0.01, 0.00], [0.00, 0.01, 0.00], [0.01, 0.01, -0.02], [0.01, 0.00, 0.02], [-0.02, 0.00, 0.01], [0.00, 0.02, 0.00], [-0.01, 0.00, 0.00], [0.02, 0.00, 0.00], [-0.01, -0.01, 0.01], [0.03, -0.01, -0.01], [0.00, 0.01, -0.04], [-0.01, -0.03, 0.01], [0.00, 0.02, 0.02], [0.04, -0.02, 0.05], [-0.05, -0.05, -0.06], [0.02, 0.02, 0.03], [0.06, 0.15, 0.07], [-0.10, -0.05, -0.03], [0.01, 0.22, 0.07], [0.56, 0.00, -0.28], [-0.03, 0.08, -0.01], [-0.02, -0.03, -0.02], [-0.01, 0.01, -0.01], [-0.02, 0.01, -0.03], [0.00, -0.02, -0.01], [0.02, -0.03, 0.00], [0.01, -0.07, 0.04], [-0.02, 0.01, -0.01], [0.05, -0.10, -0.23], [-0.04, -0.01, 0.14], [0.01, -0.01, -0.01], [-0.01, 0.00, 0.00], [0.00, -0.01, -0.01], [0.01, 0.00, 0.00], [0.00, 0.01, -0.02], [-0.01, 0.00, -0.01], [0.00, 0.00, 0.00], [0.00, 0.01, 0.00], [0.00, 0.00, 0.00], [0.01, 0.01, 0.00]]}

---

No. 4
{"formula": "C45H76N4O17", "method": "ωB97M-V with the def2-TZVPD basis set", "max_force_ev_per_a": 2.03, "total_energy_ha": -3258.3374, "charge": 0, "symbols": ["O", "C", "O", "C", "C", "C", "H", "H", "H", "H", "H", "H", "O", "C", "O", "C", "C", "C", "H", "H", "H", "H", "H", "H", "O", "C", "O", "C", "C", "C", "H", "H", "H", "H", "H", "H", "O", "C", "O", "C", "C", "C", "H", "H", "H", "H", "H", "H", "O", "C", "O", "C", "C", "C", "H", "H", "H", "H", "H", "H", "O", "C", "O", "C", "C", "C", "H", "H", "H", "H", "H", "H", "C", "O", "H", "H", "H", "H", "C", "O", "H", "H", "H", "H", "C", "O", "H", "H", "H", "H", "C", "O", "H", "H", "H", "H", "C", "O", "H", "H", "H", "H", "N", "C", "C", "C", "C", "H", "H", "H", "H", "H", "N", "C", "C", "C", "C", "H", "H", "H", "H", "H", "N", "C", "C", "C", "C", "H", "H", "H", "H", "H", "N", "C", "C", "C", "C", "H", "H", "H", "H", "H"], "positions_angstrom": [[-6.027, 0.995, -4.056], [-4.843, 1.138, -3.995], [-4.126, 1.678, -5.008], [-2.716, 1.440, -4.810], [-2.522, 0.906, -3.383], [-3.951, 0.639, -2.877], [-2.257, 2.424, -4.916], [-2.356, 0.783, -5.602], [-1.994, 1.691, -2.844], [-1.931, -0.005, -3.360], [-4.179, 1.240, -2.000], [-4.085, -0.418, -2.670], [2.931, -3.081, 7.012], [2.810, -2.523, 5.966], [3.611, -2.748, 4.908], [3.329, -1.885, 3.792], [2.124, -1.021, 4.197], [1.777, -1.451, 5.622], [3.161, -2.494, 2.908], [4.217, -1.264, 3.690], [1.291, -1.253, 3.531], [2.327, 0.044, 4.109], [0.770, -1.853, 5.717], [1.831, -0.636, 6.343], [2.473, 0.346, -0.702], [1.401, -0.138, -0.482], [1.323, -1.346, 0.137], [-0.037, -1.749, 0.372], [-0.903, -0.604, -0.152], [0.019, 0.473, -0.671], [-0.285, -1.883, 1.421], [-0.320, -2.637, -0.190], [-1.641, -0.249, 0.566], [-1.466, -0.966, -1.018], [-0.078, 1.363, -0.049], [-0.191, 0.759, -1.698], [0.388, 3.443, -2.261], [1.306, 4.125, -1.914], [2.496, 3.577, -1.613], [3.389, 4.467, -0.984], [2.826, 5.865, -1.187], [1.359, 5.615, -1.613], [4.437, 4.374, -1.262], [3.350, 4.216, 0.084], [3.329, 6.346, -2.027], [2.776, 6.488, -0.298], [0.989, 6.212, -2.442], [0.683, 5.758, -0.767], [-3.395, 1.482, 0.215], [-4.208, 1.907, 0.985], [-5.221, 1.096, 1.354], [-6.124, 1.766, 2.237], [-5.685, 3.254, 2.232], [-4.245, 3.217, 1.737], [-5.892, 1.360, 3.225], [-7.175, 1.681, 1.980], [-5.838, 3.633, 3.243], [-6.375, 3.823, 1.609], [-3.524, 3.176, 2.553], [-4.034, 3.984, 0.996], [-1.429, -4.934, -6.330], [-0.773, -4.866, -5.330], [0.303, -5.637, -5.121], [0.901, -5.395, -3.849], [-0.067, -4.504, -3.075], [-0.895, -3.844, -4.168], [1.833, -4.860, -4.049], [1.149, -6.334, -3.358], [0.554, -3.743, -2.595], [-0.606, -5.001, -2.274], [-0.533, -2.871, -4.492], [-1.958, -3.820, -3.938], [4.082, -2.592, -1.529], [3.283, -3.572, -2.146], [3.764, -1.577, -1.786], [3.950, -2.663, -0.450], [5.140, -2.722, -1.773], [3.091, -3.420, -3.070], [4.411, 1.279, 2.195], [5.608, 2.053, 2.112], [3.814, 1.493, 1.299], [4.665, 0.228, 2.129], [3.789, 1.563, 3.046], [5.372, 2.979, 2.199], [1.663, -0.507, -3.948], [0.305, -0.622, -4.325], [1.830, -0.731, -2.898], [2.349, -1.058, -4.602], [1.986, 0.535, -4.095], [0.200, -0.607, -5.278], [-3.544, -4.762, -1.565], [-2.637, -3.793, -1.077], [-3.065, -5.737, -1.505], [-4.462, -4.767, -0.973], [-3.790, -4.559, -2.611], [-3.057, -2.949, -0.845], [-5.579, -1.503, -0.370], [-4.170, -1.551, -0.435], [-6.003, -0.659, -0.923], [-6.057, -2.394, -0.771], [-5.909, -1.358, 0.661], [-3.798, -0.694, -0.179], [-0.500, -5.510, 2.645], [-0.032, -5.510, 3.935], [-0.325, -4.302, 4.494], [-1.008, -3.497, 3.533], [-1.107, -4.301, 2.427], [-0.356, -6.201, 1.936], [0.567, -6.331, 4.295], [-0.013, -4.126, 5.514], [-1.394, -2.506, 3.699], [-1.560, -4.125, 1.460], [4.810, 1.211, -2.195], [5.042, 0.738, -3.448], [6.234, 1.198, -3.922], [6.829, 1.928, -2.866], [5.939, 1.887, -1.806], [3.937, 1.140, -1.689], [4.323, 0.112, -3.958], [6.645, 0.994, -4.897], [7.774, 2.442, -2.915], [5.988, 2.384, -0.851], [-0.219, 5.122, 1.597], [-0.241, 3.800, 1.242], [0.991, 3.254, 1.601], [1.686, 4.277, 2.297], [0.923, 5.412, 2.288], [-0.943, 5.790, 1.409], [-1.058, 3.431, 0.642], [1.270, 2.215, 1.562], [2.653, 4.126, 2.750], [1.122, 6.406, 2.652], [-2.948, 1.335, 4.679], [-2.507, 0.357, 3.814], [-1.180, 0.612, 3.515], [-0.818, 1.790, 4.243], [-1.916, 2.184, 4.946], [-3.830, 1.328, 5.152], [-3.196, -0.423, 3.532], [-0.539, 0.012, 2.890], [0.137, 2.284, 4.311], [-1.981, 2.959, 5.692]], "forces_ev_per_a": [[-0.48, 0.42, 0.05], [0.05, -1.05, -0.26], [0.09, -0.36, 0.38], [-0.07, 0.64, -0.07], [-0.16, 0.11, -0.11], [0.84, 0.83, -0.39], [0.24, -0.17, -0.15], [-0.11, -0.07, 0.04], [-0.08, -0.22, 0.38], [0.16, 0.09, -0.09], [-0.06, -0.25, 0.16], [-0.43, 0.05, 0.01], [0.12, -0.32, 0.20], [-0.54, 0.61, -0.15], [0.02, -0.34, -0.07], [0.25, 0.44, 0.78], [-0.65, -0.35, -0.37], [0.26, 0.13, -0.11], [0.02, -0.02, 0.00], [0.05, -0.11, -0.34], [0.00, 0.10, 0.00], [0.10, -0.01, 0.04], [0.06, -0.18, -0.07], [0.21, -0.06, 0.06], [0.25, 0.15, -0.25], [-0.45, 0.05, 0.80], [-0.19, -0.04, -0.05], [-0.98, 0.78, -0.36], [-1.11, -0.31, -1.12], [0.23, -0.21, 0.61], [0.81, -0.29, 0.19], [0.64, -0.30, 0.17], [0.21, 0.08, 0.13], [-0.18, -0.11, 0.19], [0.40, 0.16, -0.20], [0.32, 0.04, -0.04], [-0.39, 0.05, -0.37], [0.34, 0.23, 0.49], [0.36, -0.85, -0.77], [-0.05, 0.62, 1.84], [-1.13, 0.33, -0.98], [0.16, -0.51, 0.35], [-0.25, -0.36, -0.71], [0.04, 0.03, -0.05], [0.19, 0.28, 0.31], [0.69, 0.02, 0.00], [0.08, -0.04, -0.08], [-0.06, 0.04, -0.05], [0.46, 0.30, -0.32], [0.26, -1.01, 0.51], [-0.72, 0.30, -0.40], [1.09, 0.91, 0.89], [-0.85, -0.33, 0.47], [-0.83, -0.14, -0.62], [-0.54, -0.18, 0.02], [0.11, -0.55, -0.26], [0.34, 0.19, -0.04], [0.33, 0.07, -0.29], [0.22, 0.08, -0.16], [0.31, 0.26, 0.34], [-0.06, -0.11, 0.20], [0.20, 1.34, -0.01], [-0.02, -0.93, -0.12], [0.20, 0.36, -0.01], [1.06, 1.10, 0.32], [-0.82, -1.80, -0.42], [0.03, -0.14, 0.07], [-0.14, -0.07, -0.14], [-0.17, -0.08, 0.31], [-0.32, -0.13, -0.31], [-0.01, 0.01, 0.06], [0.04, 0.46, 0.12], [0.17, 0.69, -0.12], [-0.62, -0.92, 0.39], [0.16, -0.06, -0.10], [-0.02, -0.26, -0.06], [-0.03, 0.07, 0.00], [0.36, 0.50, -0.12], [-0.23, 0.94, -1.19], [0.07, -0.28, 0.33], [-0.17, -0.18, 0.03], [0.11, -0.02, 0.41], [0.21, -0.38, 0.32], [0.00, 0.03, 0.00], [0.71, 1.32, -0.95], [-0.40, -0.52, 0.57], [-0.32, -0.37, -0.14], [-0.20, -0.52, 0.23], [-0.07, -0.02, 0.28], [0.28, 0.09, -0.10], [-0.10, 0.63, 0.00], [0.86, -0.07, 0.24], [0.00, -0.03, 0.06], [-0.06, -0.17, -0.04], [-0.14, -0.11, -0.03], [-0.51, -0.29, -0.18], [-0.80, 0.76, 0.42], [0.31, -0.19, -0.17], [0.24, 0.03, -0.20], [0.50, -0.27, -0.03], [-0.01, -0.23, 0.05], [-0.23, 0.04, -0.03], [-0.30, 0.98, 0.67], [0.43, -0.37, -0.64], [0.42, -0.26, 0.70], [0.26, -1.02, 0.40], [-0.30, 0.16, -1.11], [-0.01, -0.18, 0.02], [-0.15, 0.02, 0.16], [-0.24, 0.49, -0.06], [-0.10, 0.05, -0.18], [-0.03, 0.12, 0.08], [1.04, -0.05, -0.04], [-1.12, -0.33, -0.83], [0.29, -0.19, 0.17], [-0.41, 0.02, 0.40], [0.03, 0.80, -0.23], [0.16, -0.17, 0.09], [0.00, 0.15, 0.12], [0.03, -0.03, 0.01], [0.03, -0.03, 0.23], [0.02, -0.14, 0.10], [-0.16, -0.10, 0.37], [0.99, -0.02, -0.56], [-1.44, 0.48, 0.43], [0.45, -0.42, 0.03], [0.25, 0.09, -0.30], [-0.14, -0.06, 0.00], [0.01, -0.23, 0.12], [0.10, 0.00, -0.27], [0.00, 0.27, 0.10], [-0.03, -0.03, 0.07], [0.28, -0.34, -0.31], [0.21, 0.18, 0.05], [-0.67, 0.23, 0.38], [0.02, -0.42, -0.12], [0.14, 0.46, 0.54], [-0.07, -0.01, 0.04], [0.18, -0.09, -0.20], [-0.05, 0.02, -0.10], [0.06, -0.07, -0.21], [-0.22, 0.06, -0.12]]}